No. 1
A molecular structure, C4HNiO2 in a non-equilibrium geometry. Source: the Open Molecules 2025 dataset; level of theory: the ωB97M-V functional and the def2-TZVPD basis.

XYZ file:
```
8
Properties=species:S:1:pos:R:3:forces:R:3:lowdin_charge:R:1
O -0.80191 -1.03392 -1.01514 -0.1 0.4 -0.6 -0.051
C 0.89119 0.35899 0.02254 2.6 -2.7 1.5 -0.005
O -0.93780 1.21541 -0.12962 -3.1 -0.6 -2.3 0.010
C 1.59630 -0.01124 1.09537 -0.8 0.6 -2.9 -0.267
C -0.28311 0.00800 -0.59358 1.4 2.7 3.0 -0.470
C 2.34898 -0.24501 2.09980 0.5 -0.2 0.9 -0.015
H -0.64870 1.92422 -0.72170 -0.1 0.1 0.2 0.102
Ni -2.16494 -2.21645 -0.75766 -0.5 -0.2 0.1 0.696
```
Forces are in eV/Å.

Values from the calculation:
**Net charge**: 0
**Kohn-Sham gap (alpha / beta)**: 4.0 / 6.2 eV
**Electronic energy**: -49292.05365 eV
**E_HOMO (alpha / beta)**: -6.42 / -8.70 eV
**2S+1**: 4

No. 2
A molecular structure, C4HO3 in a non-equilibrium geometry. Source: the Open Molecules 2025 dataset; level of theory: the ωB97M-V functional and the def2-TZVPD basis.

XYZ file:
```
8
Properties=species:S:1:pos:R:3:forces:R:3:lowdin_charge:R:1
O -3.27737 0.54714 -1.45734 0.4 -0.2 0.0 0.016
C 0.16480 -0.19888 -0.07122 0.7 -0.2 1.1 0.034
O 2.53654 0.67640 0.34158 1.8 1.3 -1.4 0.025
H 0.34847 -1.22483 -0.32210 0.4 -0.9 -0.3 0.043
C -1.00336 0.19225 -0.56145 -0.5 0.6 -0.1 -0.108
O 1.65542 -0.41286 2.12329 -0.4 0.5 -1.4 -0.034
C 1.74850 0.12393 1.01762 -2.7 -1.4 1.7 -0.680
C -2.17300 0.29686 -1.07037 0.3 0.3 0.4 -0.297
```
Forces are in eV/Å.

Values from the calculation:
**Net charge**: -1
**Kohn-Sham gap**: 7.4 eV
**Electronic energy**: -10305.18390 eV
**E_HOMO**: -3.53 eV

No. 3
A molecular structure, C4N2ReS2Se4. Source: the Open Molecules 2025 dataset; level of theory: the ωB97M-V functional and the def2-TZVPD basis.

XYZ file:
```
13
Properties=species:S:1:pos:R:3:forces:R:3:lowdin_charge:R:1
S -1.29596 0.91278 -0.05278 0.0 0.0 0.0 0.584
Se 3.41250 0.80979 0.22756 0.0 -0.2 0.0 0.027
C -3.11018 -1.06845 -0.26755 0.0 -0.1 0.0 -0.261
Se 4.48461 2.89430 0.41836 0.0 0.1 0.0 0.082
Se 0.81192 3.40514 0.30447 -0.2 0.0 0.0 0.028
N -4.22970 -1.31616 -0.33914 0.0 0.0 0.0 0.186
S 0.90858 -1.29919 -0.02674 0.0 0.0 0.0 0.584
N -1.32713 -4.22892 -0.30077 0.0 0.0 0.0 0.186
C -1.71859 -0.75327 -0.16483 0.0 0.0 0.0 -0.706
Re 0.99969 0.99775 0.09439 0.0 0.0 0.0 0.173
Se 2.89810 4.47330 0.50047 0.1 0.0 0.0 0.082
C -1.07632 -3.10941 -0.24087 -0.1 0.0 0.0 -0.261
C -0.75752 -1.71766 -0.15256 0.0 0.0 0.0 -0.706
```
Forces are in eV/Å.

Values from the calculation:
**Net charge**: 0
**Kohn-Sham gap (alpha / beta)**: 5.5 / 5.8 eV
**Electronic energy**: -292313.11434 eV
**E_HOMO (alpha / beta)**: -8.27 / -9.41 eV
**2S+1**: 4